{
  "formula": "C5H8",
  "method": "the ωB97M-V functional and the def2-TZVPD basis",
  "molar_mass_g_mol": 68.12,
  "smiles": "C1=CCCC1",
  "e_homo_ev": -9.3,
  "gap_ev": 10.51,
  "elements": ["C", "C", "C", "C", "C", "H", "H", "H", "H", "H", "H", "H", "H"],
  "positions_angstrom": [[-0.51471, 1.17971, -0.75009], [0.77917, 0.93433, -0.54120], [1.12011, -0.38337, 0.12670], [-0.18284, -0.69816, 0.87017], [-1.23651, -0.21504, -0.10890], [-0.71467, 2.15893, -1.28129], [1.60810, 1.60119, -0.75165], [1.34092, -1.15533, -0.62768], [2.01690, -0.25857, 0.74254], [-0.58602, -1.72768, 0.96717], [-0.19122, -0.15873, 1.83365], [-1.23141, -0.98683, -0.90328], [-2.20781, -0.29047, 0.42386]],
  "forces_ev_per_angstrom": [[0.251, -1.103, 0.852], [0.257, -0.216, 0.192], [0.046, -0.095, 0.136], [-0.408, -0.112, -0.250], [0.102, 1.704, -0.925], [-0.900, -1.560, 0.771], [-0.214, 0.141, -0.379], [-0.010, 0.182, 0.087], [-0.216, -0.274, 0.107], [1.408, 0.044, 0.615], [-0.246, -0.266, -0.383], [-0.307, 0.584, 0.010], [0.236, 0.971, -0.832]]
}

{
  "formula": "C4H11N2O",
  "method": "the ωB97M-V functional and the def2-TZVPD basis",
  "molar_mass_g_mol": 103.14,
  "spin_multiplicity": 2,
  "e_homo_ev": [-18.8, -18.8],
  "charge": 2,
  "gap_ev": [11.31, 6.04],
  "elements": ["O", "C", "C", "C", "C", "N", "N", "H", "H", "H", "H", "H", "H", "H", "H", "H", "H", "H"],
  "positions_angstrom": [[-0.63135, -1.81492, 1.86760], [-0.33568, -0.72700, 1.48061], [-0.10722, -0.53682, -0.04258], [0.95865, 0.54324, -0.35503], [0.43909, 2.00799, -0.47318], [-0.59438, 2.22550, -1.44341], [0.27941, -1.89008, -0.53984], [-0.20477, 0.15238, 2.12483], [-1.08922, -0.27486, -0.44806], [1.56268, 0.31148, -1.23640], [1.62751, 0.61506, 0.50609], [1.30019, 2.65554, -0.70034], [0.07386, 2.40963, 0.47091], [-0.42037, 2.36395, -2.45443], [-1.41475, 2.78208, -1.15922], [-0.04659, -2.03268, -1.49897], [1.29215, -2.05400, -0.57477], [-0.12636, -2.59258, 0.10413]],
  "forces_ev_per_angstrom": [[0.103, -0.023, 0.203], [-0.014, -0.143, -0.285], [0.290, 0.716, 0.456], [0.008, 0.167, 0.123], [-0.481, -0.165, 0.513], [0.183, 1.675, -0.451], [0.106, 0.081, -0.744], [-0.122, 0.037, 0.136], [0.097, -0.247, -0.203], [-0.129, -0.106, 0.058], [0.277, -0.144, -0.169], [0.066, -0.115, -0.545], [-0.197, -0.363, 0.131], [0.190, -0.694, 0.289], [-0.015, -0.478, 0.091], [-0.173, -0.299, 0.096], [-0.004, 0.130, 0.264], [-0.184, -0.029, 0.037]]
}

{
  "formula": "C2H2Cl2O2S",
  "method": "the ωB97M-V functional and the def2-TZVPD basis",
  "molar_mass_g_mol": 161.01,
  "smiles": "C=C(Cl)S(=O)(=O)Cl",
  "e_homo_ev": [-9.5, -9.8],
  "gap_ev": [8.57, 8.48],
  "elements": ["C", "C", "Cl", "S", "O", "O", "Cl", "H", "H"],
  "positions_angstrom": [[-0.34941, -0.02251, -0.23976], [-1.85572, -0.77703, -0.09916], [-2.15488, -2.35381, -0.55539], [-3.09392, 0.31088, 0.44924], [-4.15317, -0.57933, 0.79746], [-2.57454, 1.25146, 1.38267], [-3.46773, 1.30122, -1.18004], [0.62322, -0.42475, -0.55755], [-0.51787, 0.99242, 0.01965]],
  "forces_ev_per_angstrom": [[-6.668, -3.618, 0.493], [8.441, 3.436, -1.008], [-0.209, -0.255, -0.021], [0.198, -1.843, 1.780], [-0.564, 0.685, -0.158], [0.050, 0.151, -0.121], [-0.757, 0.871, -1.393], [-0.929, -0.186, 0.170], [0.438, 0.758, 0.258]]
}

{
  "formula": "C42H105As2F12N7O16V",
  "method": "the ωB97M-V functional and the def2-TZVPD basis",
  "molar_mass_g_mol": 1393.10,
  "spin_multiplicity": 3,
  "e_homo_ev": [-2.7, -4.7],
  "charge": -1,
  "gap_ev": [4.65, 3.18],
  "elements": ["O", "V", "O", "As", "F", "F", "F", "F", "F", "F", "As", "F", "F", "F", "F", "F", "F", "C", "O", "C", "C", "N", "C", "C", "O", "C", "H", "H", "H", "H", "H", "H", "H", "H", "H", "H", "H", "H", "H", "H", "H", "C", "O", "C", "C", "N", "C", "C", "O", "C", "H", "H", "H", "H", "H", "H", "H", "H", "H", "H", "H", "H", "H", "H", "H", "C", "O", "C", "C", "N", "C", "C", "O", "C", "H", "H", "H", "H", "H", "H", "H", "H", "H", "H", "H", "H", "H", "H", "H", "C", "O", "C", "C", "N", "C", "C", "O", "C", "H", "H", "H", "H", "H", "H", "H", "H", "H", "H", "H", "H", "H", "H", "H", "C", "O", "C", "C", "N", "C", "C", "O", "C", "H", "H", "H", "H", "H", "H", "H", "H", "H", "H", "H", "H", "H", "H", "H", "C", "O", "C", "C", "N", "C", "C", "O", "C", "H", "H", "H", "H", "H", "H", "H", "H", "H", "H", "H", "H", "H", "H", "H", "C", "O", "C", "C", "N", "C", "C", "O", "C", "H", "H", "H", "H", "H", "H", "H", "H", "H", "H", "H", "H", "H", "H", "H"],
  "positions_angstrom": [[2.10318, -2.96655, -2.87354], [0.59086, -3.19672, -2.50628], [-0.27340, -1.90286, -2.91522], [2.14342, -5.69746, 0.07033], [1.35993, -4.31198, -0.83072], [2.67360, -4.57549, 1.32944], [2.81071, -6.98780, 1.06685], [1.64448, -6.74834, -1.22820], [3.66360, -5.39243, -0.90581], [0.59248, -5.88233, 0.93352], [1.24486, 0.05658, 0.21910], [-0.54283, -0.16054, 0.36112], [1.15315, 1.70172, 1.06815], [3.04779, 0.10861, 0.27353], [1.32584, -1.54317, -0.61951], [1.07375, 0.94261, -1.35378], [1.31337, -0.67545, 1.89700], [4.64797, -3.75866, 6.49159], [3.86106, -2.92046, 5.55929], [4.71915, -2.43915, 4.51577], [3.91162, -1.87854, 3.39269], [2.85840, -0.95246, 3.85444], [3.43160, 0.38876, 4.12956], [2.42660, 1.27828, 4.89770], [1.76079, 0.52796, 5.93614], [1.10346, 1.54062, 6.81526], [4.05935, -4.05425, 7.36007], [5.48882, -3.27563, 6.98935], [4.99671, -4.65444, 5.97773], [5.22459, -3.25432, 3.99797], [5.48809, -1.70316, 4.75061], [3.41191, -2.76723, 3.00717], [4.40255, -1.53871, 2.48076], [2.34376, -0.78928, 3.00084], [3.67396, 0.93385, 3.21729], [4.36785, 0.32203, 4.68370], [1.66966, 1.60549, 4.18491], [2.96855, 2.19363, 5.13543], [1.75920, 2.28155, 7.27255], [0.68747, 1.04852, 7.69440], [0.29447, 2.13676, 6.39304], [-1.15903, 7.51928, 1.94063], [-1.21736, 6.14894, 2.15106], [-0.10652, 5.80485, 2.99699], [0.25665, 4.28824, 3.10773], [-0.52077, 3.40267, 3.97737], [-1.88013, 3.09105, 3.50539], [-2.68790, 2.71866, 4.73278], [-2.59828, 3.80536, 5.66829], [-3.07710, 3.46596, 6.98703], [-1.49237, 8.06444, 2.82368], [-1.95267, 7.68715, 1.21258], [-0.19966, 7.81775, 1.51799], [-0.39709, 6.20086, 3.97005], [0.77470, 6.32969, 2.62807], [1.28867, 4.29834, 3.45836], [0.17418, 3.87730, 2.10154], [-0.67529, 3.84919, 4.87003], [-1.89693, 2.34809, 2.70800], [-2.27836, 4.00537, 3.06547], [-2.43709, 1.73223, 5.12285], [-3.70346, 2.60946, 4.35224], [-2.70406, 2.49476, 7.31217], [-4.16198, 3.36349, 7.01222], [-2.97261, 4.23921, 7.74813], [-2.37973, 4.04615, -0.07209], [-1.67005, 4.19212, -1.29985], [-0.28092, 3.86534, -1.23145], [0.22384, 3.86709, -2.70714], [-0.06657, 5.19811, -3.34479], [0.28670, 5.24825, -4.76839], [-0.60311, 6.29490, -5.50549], [-1.97466, 5.99739, -5.14924], [-2.89239, 6.83627, -5.79176], [-1.77873, 4.33268, 0.79092], [-2.61449, 2.98738, 0.03744], [-3.33680, 4.55935, -0.16565], [-0.15903, 2.92152, -0.70000], [0.23823, 4.66732, -0.70667], [-0.33073, 3.10413, -3.25344], [1.27705, 3.59064, -2.75641], [-1.06397, 5.35152, -3.30272], [0.20151, 4.23968, -5.17290], [1.32224, 5.58632, -4.80665], [-0.40515, 6.35215, -6.57584], [-0.28001, 7.28319, -5.17837], [-2.84419, 6.68891, -6.87068], [-2.74183, 7.86765, -5.47289], [-3.89465, 6.55040, -5.47262], [-8.06942, 0.17630, -6.59788], [-7.64810, 0.16302, -5.24342], [-7.60705, -1.20537, -4.81639], [-7.06227, -1.20441, -3.38051], [-5.61082, -0.89105, -3.28287], [-5.18445, -0.84478, -1.89167], [-3.67883, -0.46908, -1.98264], [-3.68427, 0.90099, -2.39461], [-2.36524, 1.36227, -2.52687], [-8.76110, -0.62482, -6.85842], [-7.27717, 0.15945, -7.34633], [-8.57145, 1.13835, -6.70049], [-7.06625, -1.82832, -5.52883], [-8.62700, -1.58862, -4.78586], [-7.22744, -2.20165, -2.97266], [-7.64702, -0.60077, -2.68639], [-5.51028, 0.00403, -3.73985], [-5.30583, -1.86739, -1.53442], [-5.81060, -0.17549, -1.30167], [-3.23703, -1.12731, -2.73073], [-3.28496, -0.61795, -0.97725], [-1.61278, 0.78336, -3.06237], [-1.99766, 1.63028, -1.53634], [-2.44944, 2.28921, -3.09414], [1.85149, -3.00476, 8.72845], [1.75007, -3.11938, 7.29086], [1.17942, -4.36998, 6.89755], [0.44269, -4.19826, 5.57532], [1.39407, -3.50651, 4.67473], [0.72412, -3.28022, 3.37809], [-0.40383, -2.29379, 3.49921], [0.14478, -1.21564, 4.27383], [-0.60019, -0.00515, 3.95986], [2.66986, -3.59455, 9.14139], [0.96447, -3.43350, 9.19479], [1.94209, -1.95499, 9.00749], [0.51325, -4.83302, 7.62550], [1.94779, -5.14022, 6.83089], [-0.48861, -3.64800, 5.70942], [0.19056, -5.20371, 5.23827], [2.09815, -4.17445, 4.39504], [0.39550, -4.23252, 2.96186], [1.37403, -2.84655, 2.61806], [-1.33180, -2.61820, 3.97009], [-0.58855, -1.92799, 2.48918], [-1.66848, -0.13535, 4.13283], [-0.58184, 0.39622, 2.94662], [-0.39215, 0.83360, 4.62419], [3.07017, 2.79722, -6.87662], [2.09758, 2.86149, -5.79790], [1.85803, 1.61666, -5.18652], [3.00912, 0.93622, -4.49466], [3.36816, 1.80158, -3.42214], [4.52039, 1.26752, -2.70292], [4.50923, -0.24751, -2.40804], [5.42035, -0.63024, -1.40896], [5.36057, -1.92246, -0.89610], [2.78356, 2.06802, -7.63440], [4.04212, 2.57100, -6.43816], [3.15500, 3.77978, -7.34082], [1.64759, 0.86104, -5.94339], [0.99338, 1.59873, -4.52307], [3.81374, 0.78692, -5.21466], [2.58995, -0.02610, -4.20082], [2.64941, 1.82738, -2.71303], [4.68362, 1.75773, -1.74316], [5.45486, 1.56506, -3.17868], [4.85005, -0.83933, -3.25756], [3.47704, -0.55836, -2.24661], [4.40551, -2.27797, -0.50936], [6.07689, -2.01659, -0.07993], [5.71153, -2.60485, -1.67022], [-2.37287, -3.37135, -0.54383], [-1.38291, -3.91159, -1.40331], [-1.70749, -5.32625, -1.74734], [-1.00455, -5.74908, -3.03385], [0.39893, -5.38781, -2.99009], [1.05090, -5.62309, -4.29859], [0.70164, -4.59209, -5.42740], [0.71395, -3.27362, -4.97654], [0.48278, -2.30708, -6.04112], [-2.19632, -2.35588, -0.18922], [-2.53784, -3.96517, 0.35520], [-3.34975, -3.30643, -1.02299], [-2.76754, -5.47644, -1.95188], [-1.38947, -5.98234, -0.93709], [-1.51203, -5.32412, -3.89986], [-1.13449, -6.80930, -3.25096], [0.84099, -6.02661, -2.34463], [0.68015, -6.56404, -4.70511], [2.11594, -5.63081, -4.06681], [-0.28237, -4.72474, -5.87710], [1.28822, -4.83053, -6.31462], [0.58891, -1.35269, -5.52539], [-0.43340, -2.44072, -6.61631], [1.34052, -2.32556, -6.71347]],
  "forces_ev_per_angstrom": [[3.095, 0.046, -0.364], [-0.536, -0.383, 0.627], [-1.900, 1.493, -0.321], [1.052, 2.031, 0.329], [0.735, -1.460, 1.963], [-0.167, -0.352, -0.812], [-0.291, 0.510, -1.191], [0.370, -0.904, 1.136], [-1.951, -0.610, 1.694], [0.975, -0.105, -0.844], [-0.677, 0.181, -1.197], [1.741, 0.534, -0.052], [0.155, -2.075, -0.903], [-1.900, 0.216, -0.004], [0.162, 2.307, 1.800], [0.490, -1.094, 1.941], [-0.086, 0.432, -1.771], [-0.733, 0.481, -0.387], [2.628, -0.205, 0.730], [0.569, -0.179, -0.493], [-2.375, -2.074, 1.062], [3.707, 1.742, -2.227], [-0.839, 0.078, 2.472], [-0.515, -1.111, -1.254], [0.206, 3.342, 1.141], [0.220, -1.078, 0.378], [-0.669, 0.047, -0.542], [0.301, 0.579, -0.627], [0.058, -0.009, -0.106], [0.463, -0.413, 0.407], [0.104, -0.047, 1.128], [-0.573, 0.126, -0.214], [0.434, 0.770, 0.277], [-2.133, -0.353, 0.005], [-0.287, -0.434, -0.611], [-0.102, -0.387, 0.178], [-0.251, 0.014, -0.141], [0.024, -0.007, 0.965], [0.820, -0.095, -0.457], [-0.045, -0.596, -0.308], [-0.003, -0.389, -0.838], [-1.624, 0.089, -0.939], [1.260, -1.234, 0.471], [-0.832, -0.844, 0.337], [-0.946, 0.603, -0.337], [0.183, 0.082, -0.269], [0.957, 1.068, 0.481], [-0.913, 0.287, -0.921], [-0.124, -0.618, 1.152], [-0.907, -0.320, -0.721], [0.585, 0.309, 0.347], [0.165, 0.370, -0.301], [0.068, 0.318, 0.218], [0.444, 0.055, 0.519], [0.206, 0.026, 0.012], [0.142, -0.259, -0.183], [0.524, -0.120, -0.093], [0.246, 0.211, 0.168], [0.100, -0.344, 0.244], [-0.568, 0.076, -0.035], [0.492, 0.204, 0.511], [-0.494, 0.096, 0.334], [0.445, 0.107, 0.142], [-0.388, -0.246, -0.570], [1.052, 0.225, -0.439], [0.515, -0.871, -0.808], [-0.216, 0.504, 0.251], [-0.376, 0.571, -1.140], [-1.010, 0.658, 0.412], [0.366, -0.378, 0.549], [-0.426, 0.426, 0.402], [0.274, -0.942, 1.261], [1.191, 0.194, -0.557], [-0.271, -0.291, 0.341], [-0.223, 0.452, -0.091], [-0.123, -0.344, 0.231], [0.240, 0.331, 0.165], [0.304, -0.126, -0.264], [0.176, 0.083, 0.305], [-0.028, -0.350, -0.034], [0.091, 0.384, -0.008], [-0.152, -0.190, 0.371], [0.028, 0.115, -0.591], [0.149, -0.201, -0.492], [-0.376, -0.676, -0.345], [-0.434, 0.345, 0.572], [0.078, 0.387, -0.238], [0.084, 0.318, -0.360], [0.020, -0.120, 0.078], [-0.317, 1.310, 0.072], [0.015, -1.344, -0.913], [0.036, 1.080, 1.518], [1.064, -0.917, -0.309], [-2.220, -0.431, -0.666], [1.134, -0.316, -1.611], [-2.465, 0.343, 0.790], [0.408, -1.673, -0.121], [0.285, 1.865, -0.088], [-0.198, -0.104, 0.270], [0.497, -0.165, 0.251], [-0.192, -0.045, -0.344], [0.508, 0.018, 0.191], [-0.312, -0.074, -0.012], [0.225, -0.419, -0.088], [-0.393, 0.662, -0.330], [0.436, 0.299, 0.190], [0.114, -0.057, 0.386], [0.227, 0.307, 0.366], [0.431, 0.088, 0.177], [0.737, 0.303, -0.071], [-0.393, -0.931, 0.142], [0.388, -0.177, 0.000], [0.016, 0.200, 0.131], [-0.447, -0.432, -0.951], [-0.680, -0.531, 1.627], [-0.005, 0.242, 0.001], [1.625, 0.213, 0.585], [-1.641, -0.437, -1.537], [-0.402, -0.099, 0.084], [0.745, 0.886, -0.005], [-1.338, 1.749, -0.846], [-0.613, -0.046, 0.847], [0.466, 0.068, -0.102], [-0.326, 0.210, 0.082], [0.124, -0.085, -0.208], [-0.419, 0.531, 0.479], [0.548, 0.007, -0.450], [0.274, 0.269, -0.053], [-0.182, -0.205, -0.350], [0.589, -0.129, 0.639], [-0.318, -0.112, -0.214], [0.357, -0.251, 0.353], [-0.082, -0.289, 0.004], [-0.461, -0.085, -0.075], [-0.378, -0.685, 0.116], [0.795, -0.562, -0.302], [0.806, -0.413, 0.091], [-0.564, 0.180, 1.461], [0.426, 0.347, -0.828], [0.101, -1.650, -1.271], [-1.258, 0.961, -0.326], [1.917, -0.327, 1.636], [1.433, -0.145, 0.957], [-0.104, -0.687, -1.050], [0.119, 1.736, 1.441], [0.328, -0.700, -0.409], [-0.022, -0.213, 0.014], [0.147, -0.220, -0.237], [-0.319, 0.043, 0.153], [-0.709, 0.042, -0.731], [-0.015, 0.787, 0.000], [0.330, -0.031, 0.273], [0.263, -0.440, 0.151], [-0.628, -0.065, -0.264], [-0.685, 0.158, 0.311], [0.097, -0.266, -0.708], [-0.347, 0.134, -0.770], [-0.098, -0.214, 0.560], [-0.422, 0.315, -0.304], [0.163, 0.346, 0.088], [-0.225, -0.489, -0.115], [-0.657, 0.187, 0.314], [-0.889, -1.998, -0.223], [0.508, 0.690, -0.170], [-0.405, 0.547, -0.138], [-0.852, 0.578, -2.012], [-0.574, 1.027, -0.385], [-0.650, -0.402, 0.390], [0.034, 0.213, -2.093], [1.422, -0.342, 1.458], [0.930, -0.072, -0.460], [0.336, -0.418, 0.107], [-0.086, -0.190, -0.474], [-0.257, 0.387, 0.425], [-0.019, 0.183, 0.310], [0.202, 0.712, 0.028], [-0.057, -0.548, 0.582], [0.017, 0.538, -0.060], [0.406, -0.520, -0.056], [0.010, -0.023, -0.433], [-0.787, -0.714, 0.403], [1.070, 0.316, 0.052], [-0.737, 0.020, -0.024], [-0.263, -0.071, 0.332], [0.075, -0.325, -0.360]]
}